1.
{
  "formula": "C8H32N2O6",
  "method": "the ωB97M-V functional and the def2-TZVPD basis",
  "gap_ev": [5.53, 3.09],
  "multiplicity": 2,
  "e_lumo_ev": [-10.19, -12.62],
  "s2": 0.75,
  "total_charge": 3,
  "e_tot_ha": -883.6265,
  "elements": ["O", "H", "H", "C", "H", "H", "N", "H", "H", "O", "H", "H", "C", "H", "H", "H", "C", "H", "H", "H", "C", "C", "H", "H", "H", "O", "H", "H", "O", "H", "C", "O", "H", "H", "N", "H", "H", "H", "H", "C", "H", "H", "H", "C", "H", "H", "O", "H"],
  "positions_angstrom": [[1.753, 4.074, -0.804], [-3.547, -1.673, -3.319], [-3.152, -2.611, -4.768], [0.321, -0.687, -3.380], [-0.814, 2.592, -2.276], [2.020, -0.933, -2.129], [0.530, 0.750, -3.348], [-0.998, 3.531, -3.503], [0.246, 1.315, 3.403], [-2.037, 2.887, 0.515], [0.533, -0.967, -1.182], [0.854, 1.134, 1.807], [1.074, 0.880, 2.844], [-2.722, 3.277, -0.033], [2.030, 1.268, 3.194], [1.099, -2.964, 2.362], [1.444, -2.492, 4.507], [0.603, 1.933, -0.250], [0.696, -1.129, -4.303], [1.216, 3.323, -1.067], [-3.040, -2.565, -3.685], [0.612, -3.119, 3.325], [-2.067, 3.563, -2.369], [-3.373, -3.449, -3.142], [1.012, -2.316, -2.212], [-0.053, 2.256, -0.898], [1.516, 0.846, -3.544], [-1.276, 2.577, 0.019], [0.997, -0.560, 3.072], [-1.418, -0.737, -4.597], [0.971, -1.229, -2.145], [-1.588, -2.420, -3.386], [-1.793, 3.485, 1.225], [0.729, -0.622, 5.208], [0.951, -2.856, 5.817], [2.446, -2.911, 4.411], [2.453, -0.666, 4.670], [1.145, -3.841, 5.923], [1.696, 4.249, 0.138], [-1.186, -1.023, -3.571], [-0.040, -2.672, 5.762], [0.395, 1.057, -2.395], [0.446, -4.188, 3.455], [1.423, -0.921, 4.423], [-1.746, -0.508, -2.791], [1.497, 4.776, -1.407], [-1.464, 2.996, -2.856], [-0.395, -2.706, 3.282]]
}



2.
{
  "formula": "CH3BrS",
  "method": "the ωB97M-V functional and the def2-TZVPD basis",
  "gap_ev": 8.48,
  "smiles": "C=S.Br",
  "e_lumo_ev": -0.45,
  "de_lowest_ev": 1.1932,
  "e_tot_ha": -3012.0401,
  "elements": ["C", "H", "H", "S", "H", "Br"],
  "positions_angstrom": [[0.582, 0.623, -1.158], [2.876, 0.498, -2.683], [0.169, 0.619, -2.269], [-0.516, 0.836, -0.013], [1.685, 0.460, -1.107], [2.770, 1.692, -3.299]]
}



3.
{
  "formula": "C5H13O3",
  "method": "the ωB97M-V functional and the def2-TZVPD basis",
  "gap_ev": 6.22,
  "e_lumo_ev": 3.12,
  "de_lowest_ev": 1.9288,
  "total_charge": -1,
  "e_tot_ha": -423.9627,
  "elements": ["H", "H", "H", "C", "H", "H", "H", "C", "O", "O", "C", "O", "C", "H", "H", "H", "H", "H", "H", "H", "C"],
  "positions_angstrom": [[-1.120, -0.821, -0.737], [-1.708, 0.422, 1.209], [-1.085, 1.750, 3.995], [-0.313, 0.371, 2.907], [1.155, -0.402, 0.973], [-0.642, 1.789, 1.463], [1.131, 1.220, 0.210], [-0.079, 0.395, -2.221], [1.284, -2.342, -3.008], [-0.557, -0.552, -3.077], [0.513, 0.282, 0.454], [-0.125, 1.503, 3.793], [-0.697, 0.724, 1.545], [0.571, -0.169, 2.968], [1.485, -2.838, -3.880], [-1.190, -0.210, 3.337], [0.472, -1.218, -1.124], [0.544, -1.607, -3.095], [1.060, 0.720, -2.342], [-0.606, 1.352, -2.456], [-0.093, -0.369, -0.914]]
}



4.
{
  "formula": "ClO4PbSZn2",
  "method": "the ωB97M-V functional and the def2-TZVPD basis",
  "gap_ev": 5.62,
  "e_lumo_ev": -16.13,
  "total_charge": 3,
  "e_tot_ha": -4908.8327,
  "elements": ["O", "Pb", "S", "O", "Cl", "O", "O", "Zn", "Zn"],
  "positions_angstrom": [[0.272, 3.991, -0.161], [-0.589, -4.308, -0.866], [-0.797, 2.510, -0.006], [1.638, 1.554, 0.187], [1.560, -4.278, 0.620], [-1.527, -1.840, -0.173], [-2.038, 4.239, 0.629], [1.410, -1.265, 0.995], [0.072, -0.602, -1.224]]
}